1.
C26H48N5O16P2SSi2TeW | ωB97M-V/def2-TZVPD

```
! RIJCOSX wB97M-V def2-TZVPD def2/J DEFGRID3
* xyz 3 1
W -0.1890 0.0662 0.3919
C -1.9957 -2.1811 -3.3328
C -0.9048 -1.1360 -3.1919
O -0.4752 -0.6796 -4.4766
P -1.4313 0.5546 -2.5311
O -0.4382 1.5525 -3.2217
O -2.9105 0.8449 -2.9241
O -1.3477 0.9938 -1.0353
P 0.6192 -1.7152 -2.2878
O 0.2379 -2.9339 -1.3848
O 1.7601 -1.8921 -3.1756
O 0.7499 -0.4429 -1.2426
H -2.7756 -1.8151 -4.0001
H -2.4305 -2.4697 -2.3815
H -1.5572 -3.0685 -3.7930
H 0.1865 -1.2893 -4.8416
H -0.2748 1.3546 -4.1628
H -3.1924 0.7181 -3.8468
H 0.9201 -3.6300 -1.3219
O -1.8218 -1.3829 -0.4352
C -2.0746 -1.4334 0.7865
O -1.9468 -0.3129 1.4296
C -1.7812 -2.7191 1.4556
C -2.5191 -3.8412 1.7601
C -1.8138 -4.9835 2.1157
C -0.4354 -5.0695 2.1082
C 0.2741 -3.9289 1.7709
C -0.3769 -2.7574 1.4692
O 0.3223 -1.6317 1.1355
N 1.7365 -3.9638 1.5924
O 2.4225 -3.6976 2.5490
O 2.1269 -4.2295 0.4711
N -2.5896 -6.2096 2.4437
O -3.7951 -6.1120 2.3822
O -1.9515 -7.1887 2.7478
H -3.5992 -3.8655 1.7291
H 0.0535 -6.0043 2.3516
C 2.8101 4.7449 -2.9038
Si 2.2138 5.3336 -1.2517
C 3.0413 6.8853 -0.7116
C 0.3423 5.5274 -1.2574
C 2.4711 4.0084 0.2085
Te 1.4618 2.3979 -0.5742
C 3.2233 1.5963 -1.4271
Si 4.4378 0.4855 -0.4159
C 5.9209 0.4770 -1.5251
C 4.8474 1.2840 1.2097
C 3.7894 -1.2440 -0.2519
H 2.5395 5.5462 -3.5976
H 2.3656 3.8253 -3.2927
H 3.8958 4.6344 -2.9411
H 2.9008 7.6653 -1.4625
H 4.1165 6.7547 -0.5764
H 2.6235 7.2468 0.2296
H -0.1423 5.0459 -2.1102
H 0.0948 6.5893 -1.3034
H -0.1342 5.1288 -0.3541
H 1.9548 4.4284 1.0703
H 3.4992 3.7149 0.4044
H 3.7633 2.4841 -1.7595
H 2.9009 1.0038 -2.2866
H 6.3311 1.4753 -1.6876
H 5.7019 0.0357 -2.4992
H 6.7123 -0.1247 -1.0711
H 5.4430 2.1865 1.0486
H 5.4759 0.5949 1.7794
H 3.9969 1.5452 1.8432
H 3.6804 -1.6875 -1.2451
H 2.8439 -1.3486 0.2788
H 4.5281 -1.8382 0.2917
C 2.5396 -0.0652 4.8305
C 1.8586 -0.4547 3.5225
S 0.2683 0.3747 3.3063
O 1.4187 0.9283 0.8234
C -0.7694 -0.6353 4.3810
C -2.1075 0.0329 4.6625
H 3.5022 -0.5724 4.8943
H 1.9606 -0.3616 5.7038
H 2.7168 1.0083 4.8812
H 1.6916 -1.5303 3.4564
H 2.4730 -0.1553 2.6739
H -0.2029 -0.7584 5.3046
H -0.8875 -1.6213 3.9276
H -1.9633 0.9756 5.1910
H -2.7112 -0.6123 5.2994
H -2.6679 0.2267 3.7486
C -0.5291 4.0435 2.9674
N -1.7925 3.6205 2.3399
C -2.9264 4.3205 2.6523
C -4.1215 4.0001 2.1228
C -4.1358 2.9026 1.2154
N -3.0204 2.2206 0.9109
C -1.8836 2.5808 1.4556
O -0.7426 2.0009 1.2001
N -5.2624 2.5181 0.6288
H -0.1505 4.9330 2.4640
H 0.1881 3.2330 2.9161
H -0.7267 4.2781 4.0102
H -2.7925 5.1372 3.3482
H -5.0127 4.5530 2.3765
H -6.1387 2.9762 0.8160
H -5.2483 1.7469 -0.0171
*
```

Results
* energy: -4491.39103 Ha
* orbital gap: 6.318 eV
* highest occupied orbital energy: -16.520 eV
* relative energy (zero: lowest compared OMol25 entry of this formula, charge and spin): 156.27 kJ/mol

Atomic partial charges in e from the Löwdin method, atoms 1 to 2: W 1.932; C -0.032

2.
C26H48O18S3 | ωB97M-V/def2-TZVPD

```
! RIJCOSX wB97M-V def2-TZVPD def2/J DEFGRID3
* xyz 0 1
C -4.0755 -0.5132 2.8147
C -3.1387 0.2047 3.8119
C -2.2882 1.2739 3.2686
O -2.5307 2.3360 4.1784
C -3.4498 1.9667 5.0900
O -3.8715 2.6701 5.9991
O -3.9183 0.7753 4.7742
H -4.5430 -1.4212 3.1957
H -3.5439 -0.6702 1.8762
H -4.8833 0.1285 2.4631
H -2.5436 -0.5694 4.2965
H -2.6821 1.5989 2.3057
H -1.2492 0.9444 3.2678
C 0.5520 0.9844 -5.4121
C 1.3071 0.6013 -4.1143
C 2.5053 1.5114 -3.7700
O 1.9856 2.5508 -2.9691
C 0.8039 2.1453 -2.4775
O 0.1795 2.5637 -1.5075
O 0.3693 0.9720 -3.0507
H -0.3240 0.3818 -5.6521
H 1.2186 0.7224 -6.2337
H 0.3097 2.0457 -5.4674
H 1.5340 -0.4555 -3.9738
H 2.9843 1.8771 -4.6783
H 3.2812 1.0052 -3.1956
C 5.3829 1.4548 3.2475
C 4.2684 0.4442 2.8393
C 4.2895 0.0297 1.3329
O 4.0991 -1.3518 1.5098
C 4.5472 -1.7834 2.6570
O 4.8792 -2.9468 2.9103
O 4.6648 -0.7604 3.4975
H 5.3461 2.4111 2.7256
H 6.4056 1.1600 3.0125
H 5.2886 1.6366 4.3181
H 3.2941 0.8321 3.1366
H 5.2091 0.3406 0.8371
H 3.4785 0.3701 0.6890
C 0.1813 -5.3192 -3.6389
C 0.0924 -4.2230 -2.5238
C -0.4289 -2.8416 -2.9174
O -1.7432 -2.7825 -2.3584
C -1.9562 -3.8229 -1.5967
O -2.9918 -4.0348 -0.9808
O -0.9479 -4.6803 -1.6337
H -0.8120 -5.4538 -4.0671
H 0.5054 -6.3227 -3.3631
H 0.7889 -4.9099 -4.4459
H 1.0198 -4.1021 -1.9639
H -0.4526 -2.7256 -4.0010
H 0.0954 -2.0114 -2.4442
C 0.2064 5.9532 0.2621
C 0.7824 5.1418 1.4280
C -0.1351 4.2100 2.1382
O 0.5225 2.9217 2.0769
C 1.6020 3.0683 1.3492
O 2.4175 2.2264 1.0942
O 1.7440 4.3177 0.9046
H 0.8798 6.7496 -0.0548
H -0.7755 6.3622 0.5000
H 0.0476 5.2764 -0.5774
H 1.2006 5.8371 2.1559
H -1.0771 4.1285 1.5959
H -0.2921 4.4766 3.1834
C 0.8381 -0.7824 0.6299
S -0.8580 -1.4902 0.7989
O -1.2115 -1.4270 2.2713
C -1.5969 0.0153 -0.0427
H 0.9489 -0.4606 -0.4056
H 1.5595 -1.5892 0.7593
H 1.0855 0.0218 1.3228
H -1.4336 0.9337 0.5213
H -2.6381 -0.2218 -0.2613
H -1.1531 0.2614 -1.0073
C 1.4289 -3.1457 3.7610
S 0.9331 -4.8777 4.0537
O 0.4287 -4.9959 5.4961
C -0.5101 -4.8764 2.9202
H 0.8072 -2.4053 4.2644
H 1.6770 -2.9418 2.7193
H 2.4336 -3.1677 4.1831
H -1.0634 -5.8147 2.9607
H -0.3405 -4.7312 1.8534
H -1.2238 -4.1506 3.3099
C -3.6035 1.3582 -6.1830
S -3.5610 2.0021 -4.4424
O -4.9033 2.6479 -4.0227
C -3.2711 0.4780 -3.5130
H -4.0441 2.0688 -6.8822
H -4.3114 0.5460 -6.3483
H -2.5901 1.1702 -6.5376
H -3.1498 0.8711 -2.5036
H -2.2854 0.1230 -3.8137
H -4.0068 -0.3259 -3.5357
*
```

Results
* energy: -3568.28482 Ha
* orbital gap: 7.947 eV
* highest occupied orbital energy: -8.447 eV
* relative energy (zero: lowest compared OMol25 entry of this formula, charge and spin): 298.40 kJ/mol

Atomic partial charges in e from the Löwdin method, atoms 1 to 2: C 0.000; C -0.373

3.
C26H48O7S5 | ωB97M-V/def2-TZVPD

```
! RIJCOSX wB97M-V def2-TZVPD def2/J DEFGRID3
* xyz 1 2
C -23.1483 -11.7561 8.7336
S -22.9224 -10.3660 7.4588
O -22.9894 -9.0946 8.3363
C -24.5027 -10.4236 6.5296
H -24.0873 -11.5546 9.2491
H -22.4493 -11.7524 9.5700
H -23.2250 -12.6854 8.1692
H -24.7383 -11.4404 6.2154
H -24.4137 -9.8582 5.6020
H -25.3354 -10.0220 7.1070
C -18.3595 -5.6201 10.7613
S -16.7361 -5.0963 9.9561
O -16.5072 -3.7810 10.5665
C -15.5266 -6.2966 10.7399
H -19.0384 -4.7871 10.5790
H -18.2600 -5.6787 11.8452
H -18.7064 -6.5423 10.2953
H -16.1551 -7.1802 10.8510
H -15.2651 -5.9215 11.7293
H -14.6554 -6.4270 10.0980
C -25.0467 -3.1790 11.1653
S -26.4468 -2.4903 10.1589
O -27.0494 -3.6556 9.3677
C -27.4400 -2.3106 11.7218
H -24.4371 -2.4158 11.6491
H -24.3802 -3.7597 10.5275
H -25.3775 -3.7360 12.0418
H -27.5380 -3.2965 12.1765
H -28.4743 -2.0596 11.4866
H -26.9438 -1.5414 12.3135
C -20.9333 -2.3471 12.4125
S -20.9383 -0.7340 11.5300
O -22.0242 -1.0647 10.4985
C -21.8051 0.3074 12.7899
H -20.4922 -3.2190 11.9296
H -21.9732 -2.6514 12.5312
H -20.5991 -2.1211 13.4251
H -22.6411 -0.2206 13.2487
H -22.0929 1.2302 12.2862
H -21.0758 0.4992 13.5769
C -23.9203 -5.0158 14.2248
S -22.5144 -6.2153 14.1690
O -22.2540 -6.2433 12.7006
C -21.2507 -5.0477 14.8744
H -23.5851 -4.1866 13.6019
H -24.0461 -4.6385 15.2397
H -24.8525 -5.5045 13.9413
H -20.4160 -5.5145 15.3974
H -21.5732 -4.2264 15.5144
H -20.6479 -4.7412 14.0195
C -20.7001 -5.7402 7.1515
C -20.2396 -4.4198 7.0930
C -20.6192 -3.5394 8.0635
C -21.3361 -3.9660 9.1738
C -21.5765 -5.3138 9.3112
C -21.3136 -6.2343 8.3175
H -20.4857 -6.4127 6.3341
H -19.7015 -4.0635 6.2271
H -20.3570 -2.4968 7.9602
H -21.6004 -3.2218 9.9105
H -22.0334 -5.5109 10.2698
H -21.4570 -7.2932 8.4745
C -18.0155 -4.9929 2.0321
C -18.4705 -6.1789 1.6470
C -19.7343 -6.6225 2.0230
C -20.4512 -5.9553 2.9768
C -20.0572 -4.7364 3.4073
C -18.8030 -4.2591 2.9068
H -17.0662 -4.6072 1.6908
H -17.8252 -6.7886 1.0321
H -19.9704 -7.6603 1.8401
H -21.3177 -6.4034 3.4403
H -20.6608 -4.2126 4.1337
H -18.3644 -3.3317 3.2446
O -18.2441 -9.6739 11.1540
C -18.4340 -9.3834 9.9640
O -17.3095 -8.9210 9.1817
C -17.8925 -8.7147 7.8650
C -19.1645 -9.5266 7.8052
C -19.7220 -9.4536 9.1959
H -17.2687 -8.9097 6.9926
H -18.0283 -7.6333 7.8457
H -19.0145 -10.4820 7.3022
H -19.9626 -9.0218 7.2608
H -20.3437 -10.2981 9.4932
H -20.2561 -8.5756 9.5593
*
```

Results
* energy: -3536.53487 Ha
* orbital gap (alpha / beta): 7.280 / 2.624 eV
* highest occupied orbital energy (alpha / beta): -10.402 / -10.402 eV

Atomic partial charges in e from the Löwdin method, atoms 1 to 2: C -0.218; S 0.842